Record 1
C3H8N4 | wB97M-V/def2-TZVPD

The frontier orbital gap (alpha / beta) comes out at 9.040 / 9.040 eV. As for the SMILES: C=NN(C)/N=N/C. Its largest force on an atom is 7.2 eV/A. The energy above the lowest of the compared OMol25 structures with the same formula, charge and spin is 476.6 kJ/mol.

Atoms and positions in Å:
C (-2.549, -1.027, -0.917)
N (-2.251, -0.127, -0.121)
N (-1.087, 0.312, 0.091)
C (-0.832, 1.602, 0.864)
N (0.119, -0.506, -0.149)
N (1.179, 0.053, 0.224)
C (2.371, -0.712, -0.149)
H (-3.576, -1.163, -1.288)
H (-1.930, -1.797, -1.324)
H (-1.706, 1.910, 1.486)
H (0.192, 1.623, 1.271)
H (-0.683, 2.365, 0.008)
H (3.115, 0.058, -0.174)
H (2.312, -1.293, -1.113)
H (2.627, -1.319, 0.778)

Quick look at the natural (NBO) charges, all values in e: number 1, C, carries -0.166; number 2, N, carries -0.213; number 3, N, carries -0.099; number 4, C, carries -0.464; number 5, N, carries -0.022; number 6, N, carries -0.218; number 7, C, carries -0.456; number 8, H, carries 0.167; number 9, H, carries 0.159; number 10, H, carries 0.230; number 11, H, carries 0.249; number 12, H, carries 0.200; number 13, H, carries 0.210; number 14, H, carries 0.212; number 15, H, carries 0.214


Record 2
C18H30AsN2NaO3S4 | wB97M-V/def2-TZVPD

The frontier orbital gap comes out at 4.204 eV. Its largest force on an atom is 1.3 eV/A. The energy above the lowest of the compared OMol25 structures with the same formula, charge and spin is 22.7 kJ/mol. Its total charge is -2.

Atoms and positions in Å:
Na (-0.103, -0.389, 0.270)
C (-1.061, 1.464, -3.822)
C (-0.717, 2.717, -3.017)
C (0.743, 3.098, -3.256)
C (-1.064, 2.566, -1.536)
C (-2.227, 1.913, -1.132)
C (-2.564, 1.784, 0.212)
C (-1.743, 2.288, 1.212)
C (-2.067, 2.097, 2.669)
C (-0.568, 2.923, 0.815)
C (-0.237, 3.059, -0.525)
H (-0.752, 1.603, -4.862)
H (-2.132, 1.248, -3.825)
H (-0.541, 0.583, -3.439)
H (-1.339, 3.543, -3.390)
H (1.426, 2.369, -2.813)
H (0.978, 4.089, -2.854)
H (0.936, 3.126, -4.331)
H (-2.864, 1.448, -1.873)
H (-3.448, 1.217, 0.484)
H (-2.542, 2.985, 3.098)
H (-1.162, 1.884, 3.240)
H (-2.744, 1.253, 2.815)
H (0.134, 3.257, 1.572)
H (0.720, 3.487, -0.785)
C (3.729, -1.404, 3.323)
N (2.671, -0.414, 3.291)
C (2.992, 0.917, 3.739)
C (1.482, -0.650, 2.678)
O (0.661, 0.238, 2.493)
C (1.232, -2.083, 2.176)
O (-0.088, -2.116, 1.684)
C (-0.393, -3.119, 0.706)
C (-1.435, -2.495, -0.273)
O (-1.971, -1.417, 0.020)
N (-2.147, -3.464, -0.992)
C (-1.415, -4.634, -1.448)
C (-3.140, -2.958, -1.908)
H (4.668, -0.925, 3.033)
H (3.556, -2.188, 2.592)
H (3.864, -1.847, 4.316)
H (3.933, 1.234, 3.283)
H (3.100, 0.960, 4.829)
H (2.205, 1.597, 3.427)
H (1.364, -2.810, 2.989)
H (1.960, -2.314, 1.382)
H (-0.888, -3.961, 1.204)
H (0.526, -3.435, 0.207)
H (-0.350, -4.533, -1.251)
H (-1.488, -4.725, -2.535)
H (-1.795, -5.563, -1.006)
H (-3.483, -1.987, -1.560)
H (-3.999, -3.634, -1.975)
H (-2.722, -2.836, -2.915)
S (3.043, -1.118, -3.876)
As (2.231, -1.426, -1.896)
S (2.238, 0.428, -0.687)
S (0.054, -1.866, -2.210)
S (3.105, -3.106, -0.770)

Quick look at the natural (NBO) charges, all values in e: number 1, Na, carries 0.850; number 2, C, carries -0.619; number 3, C, carries -0.218; number 4, C, carries -0.623; number 5, C, carries -0.017; number 6, C, carries -0.163; number 7, C, carries -0.227; number 8, C, carries -0.040; number 9, C, carries -0.629; number 10, C, carries -0.217; number 11, C, carries -0.194; number 12, H, carries 0.194; number 13, H, carries 0.181; number 14, H, carries 0.275; number 15, H, carries 0.176; number 16, H, carries 0.269; number 17, H, carries 0.180; number 18, H, carries 0.198; number 19, H, carries 0.201; number 20, H, carries 0.203; number 21, H, carries 0.189; number 22, H, carries 0.233; number 23, H, carries 0.212; number 24, H, carries 0.201; number 25, H, carries 0.221; number 26, C, carries -0.410; number 27, N, carries -0.433; number 28, C, carries -0.408; number 29, C, carries 0.701; number 30, O, carries -0.664; number 31, C, carries -0.216; number 32, O, carries -0.556; number 33, C, carries -0.199; number 34, C, carries 0.701; number 35, O, carries -0.751; number 36, N, carries -0.488; number 37, C, carries -0.423; number 38, C, carries -0.413; number 39, H, carries 0.202; number 40, H, carries 0.247; number 41, H, carries 0.166; number 42, H, carries 0.195; number 43, H, carries 0.167; number 44, H, carries 0.245; number 45, H, carries 0.167; number 46, H, carries 0.282; number 47, H, carries 0.168; number 48, H, carries 0.262; number 49, H, carries 0.249; number 50, H, carries 0.201; number 51, H, carries 0.164; number 52, H, carries 0.234; number 53, H, carries 0.166; number 54, H, carries 0.197; number 55, S, carries -0.846; number 56, As, carries 0.983; number 57, S, carries -0.958; number 58, S, carries -0.853; number 59, S, carries -0.914